Run w
This record from OMol25 describes a 2-piece molecular cluster, C4H8N2OP overall. The level of theory is ωB97M-V/def2-TZVPD.

ORCA input file:
```
! RIJCOSX wB97M-V def2-TZVPD def2/J DEFGRID3
* xyz 1 3
C 0.58807 1.31768 0.65202
C -0.59029 0.78371 1.08307
C 0.57678 -0.63649 -0.25684
C -1.99346 -0.04231 -0.49110
N 1.19640 0.50549 -0.29187
N -0.85362 -0.45152 0.33763
O 4.00465 -1.22631 -0.85274
P 4.08255 0.19308 -0.76257
H 0.77764 2.31636 1.01147
H -1.46072 1.20038 1.62116
H 0.64074 -1.24203 -1.10811
H 1.07098 -1.43247 0.47439
H -2.84495 0.04823 0.15649
H -1.78078 0.78060 -1.14870
H -2.24391 -0.84162 -1.22026
H -1.17005 -1.27278 0.79594
*
```

Summary:
Molar mass in g mol⁻¹: 131.09
<S²>: 2.03
Kohn-Sham gap (spin up / spin down) in hartree: 0.2342 / 0.3172

Run x
This record from OMol25 describes an isolated ion of composition C4H8N2OP and charge +1. The level of theory is ωB97M-V/def2-TZVPD.

ORCA input file:
```
! RIJCOSX wB97M-V def2-TZVPD def2/J DEFGRID3
* xyz 1 3
C -2.67530 0.59964 -0.22419
C 1.36821 -0.69042 -0.07755
C -1.39494 0.67435 0.63233
C 0.89475 0.53803 -0.50599
N 2.54928 -1.24708 -0.37380
N -0.30136 1.17363 -0.16033
O 0.61370 -1.46887 0.70395
P -3.77080 -0.60286 -0.00313
H -2.64074 1.21490 -1.06564
H -1.16429 -0.32870 1.02025
H -1.77428 1.40474 1.53951
H 1.38982 0.95627 -1.39790
H 3.13529 -1.47484 0.46140
H 3.07033 -0.43635 -0.79534
H -0.33702 2.01679 -0.57113
H 1.03736 -2.32925 0.81756
*
```

Summary:
Molar mass in g mol⁻¹: 131.09
<S²>: 2.02
Kohn-Sham gap (spin up / spin down) in hartree: 0.3061 / 0.2490

We find run x to be the most stable, with the next structure 0.0314 hartree higher.

Run w
This record from OMol25 describes a 2-piece molecular cluster, C2H7NO3 overall. The level of theory is ωB97M-V/def2-TZVPD.

ORCA input file:
```
! RIJCOSX wB97M-V def2-TZVPD def2/J DEFGRID3
* xyz 0 1
O -0.32749 -1.62275 0.93924
C -1.09923 -1.08712 0.15591
N -0.71800 -0.38993 -0.92712
C 0.66201 0.02477 -1.18003
O 0.89728 1.36475 -0.90782
H -2.16558 -1.06478 0.40521
H -1.42660 0.05639 -1.48848
H 0.91770 -0.20410 -2.21311
H 1.26781 -0.58190 -0.51812
H 0.68959 1.51609 0.03853
O 0.28498 1.02768 1.80948
H -0.01982 0.14924 1.51063
H 1.03735 0.81165 2.37568
*
```

Summary:
Molar mass in g mol⁻¹: 93.08
Kohn-Sham gap in hartree: 0.4080

Run x
This record from OMol25 describes a 2-piece molecular cluster, C2H7NO3 overall. The level of theory is ωB97M-V/def2-TZVPD.

ORCA input file:
```
! RIJCOSX wB97M-V def2-TZVPD def2/J DEFGRID3
* xyz 0 1
O -1.70250 -0.02396 -1.58346
C -1.99521 -1.24259 -1.62817
O -1.08686 -2.22632 -2.08724
H -3.02411 -1.59273 -1.23377
H -0.81261 -2.98386 -1.59835
N 2.11995 2.08710 2.05548
C 0.97206 1.35082 1.59058
O 1.19381 0.01374 1.05196
H 2.44918 1.98752 3.07000
H 2.74691 2.53063 1.50865
H 0.46332 1.19985 2.53131
H 0.35527 1.94519 0.90511
H 1.88572 -0.45332 1.60420
*
```

Summary:
Molar mass in g mol⁻¹: 93.08
Kohn-Sham gap in hartree: 0.3727

Run y
This record from OMol25 describes a 2-piece molecular cluster, C2H7NO3 overall. The level of theory is ωB97M-V/def2-TZVPD.

ORCA input file:
```
! RIJCOSX wB97M-V def2-TZVPD def2/J DEFGRID3
* xyz 0 1
N 0.37361 0.46548 -1.71566
C -0.70829 -0.28932 -1.05355
C -0.36771 -0.87898 0.31949
O -0.83920 -1.95316 0.58110
O 0.37077 -0.16318 1.13852
H 1.26260 0.31298 -1.25517
H 0.53116 0.09353 -2.65630
H -0.97282 -1.13194 -1.67932
H -1.62248 0.30846 -1.04074
H 0.59101 0.78260 0.79430
O 0.76471 2.18312 0.73273
H 0.39249 2.46256 1.57330
H 1.70578 2.37337 0.74294
*
```

Summary:
Molar mass in g mol⁻¹: 93.08
Kohn-Sham gap in hartree: 0.3440

Run z
This record from OMol25 describes C2H7NO3 as an isolated structure. The level of theory is ωB97M-V/def2-TZVPD.

ORCA input file:
```
! RIJCOSX wB97M-V def2-TZVPD def2/J DEFGRID3
* xyz 0 1
C 1.20014 0.95439 0.97433
N 0.31969 -1.83997 -0.83054
O 0.18705 -0.72588 0.02115
H 0.00191 -1.51888 -1.74598
H -0.28919 -2.58585 -0.50193
H 1.15742 1.98520 0.65288
H 1.29765 0.72722 2.02676
H 1.95688 0.39864 0.43149
C -1.07815 0.13901 0.11097
O -1.35098 0.58192 -1.19930
O -0.71277 1.04977 0.98285
H -0.79566 1.36282 -1.33404
H -1.89399 -0.52838 0.41137
*
```

Summary:
Molar mass in g mol⁻¹: 93.08
Kohn-Sham gap in hartree: 0.3671

We find run w to be the most stable, with the next structure 0.0129 hartree higher.

Run w
This record from OMol25 describes a 2-piece molecular cluster, C2H7NO3 overall. The level of theory is ωB97M-V/def2-TZVPD.

ORCA input file:
```
! RIJCOSX wB97M-V def2-TZVPD def2/J DEFGRID3
* xyz 0 1
O 1.43723 0.93460 -0.30432
C 2.22607 0.11771 0.17594
O 1.81164 -0.99306 0.94111
H 3.27367 0.10178 0.29659
H 0.88609 -0.72680 1.22617
N -1.21822 0.76998 -1.06827
C -1.04347 -0.42197 -0.42340
O -0.88772 -0.32096 1.08934
H -2.19626 1.11849 -1.16402
H -0.53282 1.46380 -0.77151
H -0.06782 -0.85298 -0.75108
H -1.90602 -1.12084 -0.57671
H -1.78238 -0.06975 1.33014
*
```

Summary:
Molar mass in g mol⁻¹: 93.08
Kohn-Sham gap in hartree: 0.3831

Run x
This record from OMol25 describes a 2-piece molecular cluster, C2H7NO3 overall. The level of theory is ωB97M-V/def2-TZVPD.

ORCA input file:
```
! RIJCOSX wB97M-V def2-TZVPD def2/J DEFGRID3
* xyz 0 1
N 2.40266 -0.73838 0.11489
C 1.27087 0.14699 0.35221
C 0.08584 -0.20615 -0.54213
O -0.65201 -1.16288 -0.28151
H 2.72599 -0.69293 -0.84536
H 2.16969 -1.69649 0.34483
H 0.95902 0.03379 1.39201
H 1.58654 1.17080 0.13587
H 0.32641 -0.08812 -1.62098
O -2.20600 0.73289 -0.04636
O -3.43460 1.00956 0.56425
H -1.23222 1.16466 0.25820
H -4.00219 0.32624 0.17408
*
```

Summary:
Molar mass in g mol⁻¹: 93.08
Kohn-Sham gap in hartree: 0.3424

We find run w to be the most stable, with the next structure 0.1791 hartree higher.

Run w
This record from OMol25 describes C7H9N2OP in the gas phase. The level of theory is ωB97M-V/def2-TZVPD.

ORCA input file:
```
! RIJCOSX wB97M-V def2-TZVPD def2/J DEFGRID3
* xyz 0 1
N -3.17056 1.10540 0.67903
C -2.00885 0.41459 0.90513
O -1.70799 -0.03268 1.96791
N -1.19285 0.37472 -0.26857
P -1.53100 1.29929 -1.68811
C 0.10324 -0.30874 0.05981
C 0.94083 0.21396 1.02193
C 2.22340 -0.21127 1.07220
C 2.75926 -1.13625 0.22129
C 1.85041 -1.75246 -0.73226
C 0.63970 -1.12708 -0.89740
H -3.01184 2.01535 0.38211
H -4.00953 0.80469 1.11861
H -1.04474 0.33794 -2.58076
H -0.32570 1.97600 -1.76426
H 0.59154 0.85779 1.79742
H 2.86780 0.24253 1.90210
H 3.78805 -1.32202 0.17987
H 2.15052 -2.47204 -1.52357
H 0.08831 -1.27972 -1.85248
*
```

Summary:
Molar mass in g mol⁻¹: 168.14
Kohn-Sham gap in hartree: 0.3509

Run x
This record from OMol25 describes C7H9N2OP in the gas phase. The level of theory is ωB97M-V/def2-TZVPD.

ORCA input file:
```
! RIJCOSX wB97M-V def2-TZVPD def2/J DEFGRID3
* xyz 0 1
C 0.59229 1.71721 -0.74907
C 0.63750 1.41896 0.55652
C 0.37865 0.92399 -1.88117
C 0.46425 0.40851 1.60356
C -0.03754 -0.72694 1.17118
C -0.01270 -0.36374 -1.73440
C 0.52564 1.56221 -3.15742
N 0.48827 0.61875 2.97596
N 0.04781 -2.01366 1.56140
O 0.62911 2.72127 -3.37229
P -0.77401 -1.31897 -2.98648
H 0.70320 2.78073 -0.85233
H 0.86528 2.31489 1.20953
H 0.23150 0.82411 -3.98728
H -0.01087 0.00759 3.60991
H 0.57055 1.61722 3.27956
H -0.36494 -2.75891 1.02335
H 0.87951 -2.49759 1.85604
H -1.56659 -0.30034 -3.27578
H -1.66700 -2.01601 -2.23122
*
```

Summary:
Molar mass in g mol⁻¹: 168.14
Kohn-Sham gap (spin up / spin down) in hartree: 0.2321 / 0.2637

We find run w to be the most stable, with the next structure 0.2477 hartree higher.

Run w
This record from OMol25 describes C6H4O in the gas phase. The level of theory is ωB97M-V/def2-TZVPD.

ORCA input file:
```
! RIJCOSX wB97M-V def2-TZVPD def2/J DEFGRID3
* xyz 0 1
C -2.86562 0.28702 0.10273
C -1.69747 0.58941 0.13044
C -0.31470 0.72234 0.12182
C 0.45816 -0.36224 -0.06705
O -0.00431 -1.61463 -0.25535
C 1.88222 -0.25732 -0.08220
C 3.07999 -0.14926 -0.09195
H -3.81715 0.73240 0.21329
H 0.11213 1.70068 0.26546
H -0.97667 -1.58966 -0.23543
H 4.14343 -0.05875 -0.10176
*
```

Summary:
Molar mass in g mol⁻¹: 92.10
Kohn-Sham gap in hartree: 0.3332

Run x
This record from OMol25 describes C6H4O as an isolated structure. The level of theory is ωB97M-V/def2-TZVPD.

ORCA input file:
```
! RIJCOSX wB97M-V def2-TZVPD def2/J DEFGRID3
* xyz 0 1
C -0.08562 -1.15715 0.43466
C -0.48685 -0.63746 1.83570
C -1.35753 -0.41237 0.85364
C -0.95689 -0.32389 -0.52433
C 0.30796 0.32719 -0.73747
C 0.89626 1.36943 0.13233
O 0.35656 1.84294 1.10599
H 0.17955 -2.17441 0.15955
H -1.48600 -0.80765 -1.33597
H 0.71079 0.30223 -1.76005
H 1.92176 1.67112 -0.16405
*
```

Summary:
Molar mass in g mol⁻¹: 92.10
Kohn-Sham gap in hartree: 0.3110

We find run w to be the most stable, with the next structure 0.1152 hartree higher.

Run w
This record from OMol25 describes C6H4O in the gas phase. The level of theory is ωB97M-V/def2-TZVPD.

ORCA input file:
```
! RIJCOSX wB97M-V def2-TZVPD def2/J DEFGRID3
* xyz 0 1
C 0.33844 0.72915 -1.78014
C -0.47095 1.11834 -0.88707
C -1.31877 0.54302 0.08522
C -0.30251 -0.48644 -0.48966
C 0.60324 -0.73683 0.63648
C 0.16325 -0.00353 1.67347
O -0.93567 0.73908 1.44199
H 0.59155 0.66853 -2.82525
H -0.69145 -1.24104 -1.16897
H 1.46798 -1.38570 0.63036
H 0.55490 0.05542 2.68357
*
```

Summary:
Molar mass in g mol⁻¹: 92.10
Kohn-Sham gap in hartree: 0.3298

Run x
This record from OMol25 describes a 2-piece molecular cluster, C6H4O overall. The level of theory is ωB97M-V/def2-TZVPD.

ORCA input file:
```
! RIJCOSX wB97M-V def2-TZVPD def2/J DEFGRID3
* xyz 0 1
C 2.63293 -0.04062 -0.35505
C 1.72322 0.20411 0.51231
C 0.43055 0.16183 0.99724
C -0.52940 1.05904 0.46766
C -1.22805 0.30342 -0.44460
C -0.67856 -1.00813 -0.37920
O -0.00433 -1.12635 0.80533
H 0.90584 -0.56994 -0.94521
H -0.47459 2.13563 0.53945
H -1.94238 0.64880 -1.18145
H -1.12573 -1.91841 -0.76623
*
```

Summary:
Molar mass in g mol⁻¹: 92.10
Kohn-Sham gap in hartree: 0.3169

Run y
This record from OMol25 describes C6H4O in the gas phase. The level of theory is ωB97M-V/def2-TZVPD.

ORCA input file:
```
! RIJCOSX wB97M-V def2-TZVPD def2/J DEFGRID3
* xyz 0 1
C 1.02840 0.13676 0.49194
C 1.70150 -0.92861 -0.52983
C 1.27474 0.20046 -1.05046
C 0.27046 1.04206 -0.47957
C -0.69628 0.26138 0.27731
C -1.24194 -1.07402 -0.10736
O -0.88221 -1.71621 -1.06061
H 1.58309 0.57911 1.31589
H 0.33809 2.11470 -0.36749
H -1.39111 0.85598 0.89548
H -1.98474 -1.47162 0.61469
*
```

Summary:
Molar mass in g mol⁻¹: 92.10
Kohn-Sham gap in hartree: 0.3304

We find run w to be the most stable, with the next structure 0.0255 hartree higher.

Run w
This record from OMol25 describes C6H4O in the gas phase. The level of theory is ωB97M-V/def2-TZVPD.

ORCA input file:
```
! RIJCOSX wB97M-V def2-TZVPD def2/J DEFGRID3
* xyz 0 1
C -0.35530 -0.17625 -2.20973
C -1.22366 0.23431 -1.43751
C -0.97575 0.75648 -0.12770
C -0.96863 -0.20339 0.86900
C 0.39076 -0.43207 1.18782
C 1.10435 0.49281 0.47411
O 0.30301 1.31638 -0.19945
H 0.58448 -0.62337 -1.86700
H -1.81722 -0.80748 1.16255
H 0.79541 -1.24657 1.76922
H 2.16255 0.68914 0.37870
*
```

Summary:
Molar mass in g mol⁻¹: 92.10
Kohn-Sham gap (spin up / spin down) in hartree: 0.3172 / 0.3173

Run x
This record from OMol25 describes C6H4O in the gas phase. The level of theory is ωB97M-V/def2-TZVPD.

ORCA input file:
```
! RIJCOSX wB97M-V def2-TZVPD def2/J DEFGRID3
* xyz 0 1
C -0.58823 -0.96217 2.15243
C -0.25559 -1.54877 1.15358
C 0.15716 -2.00215 -0.17925
O 0.30956 -3.15500 -0.50358
C 0.33055 -0.80080 -0.98446
C 0.29691 0.40384 -1.08533
C 0.18365 1.84756 -0.94595
H -0.87937 -0.43808 3.03601
H 0.44944 2.39459 -1.85108
H 0.84216 2.16236 -0.12803
H -0.84622 2.09861 -0.66433
*
```

Summary:
Molar mass in g mol⁻¹: 92.10
Kohn-Sham gap in hartree: 0.3668

Run y
This record from OMol25 describes C6H4O in the gas phase. The level of theory is ωB97M-V/def2-TZVPD.

ORCA input file:
```
! RIJCOSX wB97M-V def2-TZVPD def2/J DEFGRID3
* xyz 0 1
C 1.41339 1.98072 0.47651
C 0.50322 0.82868 0.49055
C -0.22962 -0.13510 0.43295
C -1.13010 -1.28201 0.32771
O -1.79744 -1.66943 1.24261
C -0.61999 -1.24848 -1.69464
C -1.28418 -2.21416 -1.19531
H 2.10718 1.93938 1.32219
H 0.85155 2.91799 0.54920
H 2.00078 2.01149 -0.44901
H -1.81480 -3.12908 -1.50275
*
```

Summary:
Molar mass in g mol⁻¹: 92.10
Kohn-Sham gap in hartree: 0.3607

Run z
This record from OMol25 describes C6H4O in the gas phase. The level of theory is ωB97M-V/def2-TZVPD.

ORCA input file:
```
! RIJCOSX wB97M-V def2-TZVPD def2/J DEFGRID3
* xyz 0 1
C 2.80971 -0.00739 -0.04242
C 1.79783 0.19828 0.64906
C 0.41808 0.10633 0.88886
C -0.48894 1.01518 0.39692
C -1.46792 0.27643 -0.30632
C -1.11330 -1.03610 -0.16351
O -0.01890 -1.17028 0.58081
H 2.20320 -0.18322 -0.95779
H -0.37379 2.09017 0.44549
H -2.26367 0.66795 -0.92058
H -1.50231 -1.95734 -0.57052
*
```

Summary:
Molar mass in g mol⁻¹: 92.10
Kohn-Sham gap in hartree: 0.3287

We find run x to be the most stable, with the next structure 0.0241 hartree higher.

Run w
This record from OMol25 describes C6H4O in the gas phase. The level of theory is ωB97M-V/def2-TZVPD.

ORCA input file:
```
! RIJCOSX wB97M-V def2-TZVPD def2/J DEFGRID3
* xyz 0 1
C 0.91796 0.20139 0.55975
C 1.70565 -0.94913 -0.39005
C 1.35255 0.15969 -0.97401
C 0.29447 1.02790 -0.58181
C -0.57650 0.19217 0.31209
C -1.24825 -1.08250 -0.14025
O -1.21191 -1.51806 -1.25989
H 1.42235 0.70427 1.37511
H 0.31029 2.11074 -0.61354
H -1.16525 0.75226 1.04088
H -1.80136 -1.59873 0.67172
*
```

Summary:
Molar mass in g mol⁻¹: 92.10
Kohn-Sham gap in hartree: 0.3581

Run x
This record from OMol25 describes C6H4O in the gas phase. The level of theory is ωB97M-V/def2-TZVPD.

ORCA input file:
```
! RIJCOSX wB97M-V def2-TZVPD def2/J DEFGRID3
* xyz 0 1
C 3.50004 0.56369 0.22386
C 2.53590 -0.10434 0.50660
C 1.26954 -0.62271 0.66985
C 0.05909 -0.65234 0.60845
C -1.04528 0.05291 -0.01837
C -2.36350 -0.39732 -0.44814
O -2.20322 0.44236 0.68439
H 4.33144 1.18097 -0.03026
H -0.59367 0.84623 -0.61394
H -2.73358 -1.39527 -0.24071
H -2.75677 0.08583 -1.34173
*
```

Summary:
Molar mass in g mol⁻¹: 92.10
Kohn-Sham gap in hartree: 0.3597

We find run x to be the most stable, with the next structure 0.0354 hartree higher.